Density functional theory data (ωB97M-V with the def2-TZVPD basis set) for a molecular structure, C40H36N9O2SW.

Summary:
Charge: +3
HOMO energy (alpha / beta), eV: -15.899 / -15.899
LUMO level (alpha / beta), eV: -9.047 / -9.144
Orbital gap (alpha / beta), eV: 6.85 / 6.75
Energy above the lowest of the compared OMol25 structures with the same formula, charge and spin, kJ/mol: 0.0

XYZ file:
```
89
Properties=species:S:1:pos:R:3:forces:R:3
W 0.31656 -0.40854 -0.30300 -0.139 -0.151 0.147
C 0.12615 1.30857 4.32579 -0.108 0.076 -0.060
C 0.19305 0.36743 3.13375 0.337 -0.181 0.174
N -1.14295 0.14246 0.90546 0.261 -0.276 -0.003
N -2.51018 0.14871 0.55816 0.062 0.022 0.083
C -2.76843 -0.58966 -0.46484 -0.037 0.018 -0.016
N -3.98997 -0.63760 -1.00876 -0.012 0.004 -0.003
S -1.47680 -1.48716 -1.27103 -0.126 -0.071 -0.174
C 1.59613 0.30081 2.55520 -0.241 -0.093 -0.113
C 2.64689 0.57673 3.42916 0.113 -0.041 0.030
C 3.93508 0.18040 3.11365 -0.024 0.012 0.017
C 4.15315 -0.53963 1.94763 -0.026 0.003 0.017
C 3.08195 -0.72673 1.10774 0.023 0.130 0.113
N 1.84017 -0.26053 1.36180 0.093 0.095 -0.078
H -0.85581 1.72555 4.48453 -0.125 -0.072 0.064
H 0.76639 2.17061 4.14639 0.010 -0.046 -0.016
H 0.45642 0.79863 5.22985 -0.040 -0.005 0.028
H -4.75448 -0.13472 -0.58650 0.015 -0.008 0.003
H -4.18721 -1.24927 -1.78167 -0.009 -0.010 0.005
H 2.47520 1.06267 4.37521 0.001 -0.021 -0.040
H 4.74840 0.39973 3.79320 -0.006 -0.017 -0.001
H 5.12581 -0.93682 1.69287 -0.006 0.013 -0.001
H 3.19705 -1.26673 0.17884 0.006 -0.047 0.036
C -2.30091 -0.35123 4.41732 0.073 0.132 0.049
O -1.29158 -1.35206 4.19123 -0.125 0.001 -0.059
C -0.50716 -1.00551 3.13200 0.182 -0.075 0.179
N -1.08585 0.10767 2.36916 -0.337 0.491 -0.243
C -2.41402 0.42284 3.09803 0.322 -0.138 -0.003
C -2.77201 1.87653 3.17290 0.009 0.029 -0.001
C -2.11955 2.85287 2.42729 0.005 -0.022 -0.036
C -2.50666 4.18046 2.53269 -0.007 0.021 0.016
C -3.55143 4.53800 3.37390 0.002 0.027 -0.013
C -4.20903 3.56516 4.11165 -0.004 -0.025 0.014
C -3.81989 2.23673 4.01496 0.003 0.028 0.003
C 0.02959 -2.23733 2.45386 0.027 -0.209 -0.014
C 0.16693 -3.36679 3.25975 -0.049 0.134 -0.022
C 0.63528 -4.54565 2.71418 0.019 -0.140 0.059
C 0.97510 -4.57829 1.37267 -0.009 0.023 -0.060
C 0.82623 -3.41340 0.64541 -0.067 0.076 0.163
N 0.35003 -2.26635 1.15344 0.046 0.151 -0.135
C 1.24378 -3.31522 -0.75267 0.017 -0.138 -0.032
N 1.24098 -2.21042 -1.40767 -0.135 0.086 0.067
C 1.75235 -2.53738 -2.79438 0.083 0.051 -0.014
C 1.94939 -4.06778 -2.71717 0.043 -0.030 0.025
O 1.66061 -4.40992 -1.33330 0.041 0.040 -0.016
C 0.90539 -2.10818 -3.97993 -0.038 -0.064 -0.062
C 0.86055 -2.90959 -5.12020 -0.003 0.000 0.006
C 0.14943 -2.50729 -6.24215 0.008 -0.011 0.006
C -0.52733 -1.29829 -6.24508 -0.022 0.027 -0.023
C -0.46672 -0.47996 -5.12667 0.004 0.011 -0.007
C 0.25337 -0.88312 -4.01482 0.144 -0.026 0.033
H -2.02691 0.25642 5.27453 -0.012 0.076 -0.018
H -3.23430 -0.86261 4.63815 0.038 -0.084 0.002
H -3.11253 -0.10992 2.46507 -0.132 0.056 -0.024
H -1.29771 2.58914 1.76831 -0.015 -0.010 0.031
H -1.98858 4.94023 1.96161 -0.007 -0.005 0.008
H -3.85189 5.57371 3.45691 0.007 -0.007 -0.005
H -5.02466 3.83839 4.76761 0.010 -0.004 -0.008
H -4.34445 1.48589 4.59539 -0.005 0.014 0.001
H -0.10616 -3.31347 4.30286 -0.010 0.009 -0.007
H 0.73712 -5.42672 3.33385 0.005 -0.005 -0.023
H 1.35400 -5.47020 0.89375 0.005 0.004 0.012
H 2.73178 -2.05350 -2.88380 0.008 0.003 0.003
H 2.96112 -4.39694 -2.93407 0.005 -0.002 -0.009
H 1.23786 -4.61714 -3.32423 -0.029 -0.007 0.008
H 1.39209 -3.85078 -5.17177 -0.002 0.005 -0.004
H 0.12963 -3.14464 -7.11595 -0.002 0.010 0.010
H -1.08714 -0.98988 -7.11779 0.007 -0.008 0.006
H -0.97643 0.47557 -5.12384 0.000 -0.002 0.003
H 0.32075 -0.22906 -3.16308 -0.117 0.028 0.018
N 2.27261 0.41429 -1.32589 -0.047 0.160 -0.030
C 2.05707 1.38034 -2.38227 -0.011 -0.007 -0.021
C 2.95455 1.70345 -3.35571 0.025 0.006 0.007
C 2.62855 2.70548 -4.29648 -0.059 0.015 0.028
C 1.43913 3.37348 -4.20607 0.051 -0.031 0.016
C 0.50292 3.04070 -3.19532 -0.019 0.035 -0.060
C -0.73603 3.69250 -3.03050 -0.027 0.034 0.002
C -1.57155 3.29136 -2.02198 0.025 -0.023 -0.001
C -1.21115 2.21079 -1.21123 -0.048 0.051 0.047
N -0.06587 1.54251 -1.34167 0.066 0.017 0.030
C 0.81151 2.00456 -2.29963 -0.029 -0.061 0.025
H 2.89370 -0.32187 -1.64455 -0.028 -0.073 -0.073
H 2.77818 0.89258 -0.58144 0.052 0.021 -0.007
H 3.91717 1.20733 -3.40787 -0.005 0.014 -0.006
H 3.33786 2.95464 -5.07328 -0.003 -0.004 0.008
H 1.19677 4.16506 -4.90346 0.001 -0.008 -0.001
H -1.00780 4.50655 -3.69187 -0.003 -0.008 0.004
H -2.52001 3.77861 -1.84613 0.004 -0.009 -0.001
H -1.89059 1.88166 -0.43803 0.044 0.018 -0.062
```
Positions in Å, forces in eV/Å.



Density functional theory data (ωB97M-V with the def2-TZVPD basis set) for a molecular structure, C40H37BN12O2STeW.

Summary:
⟨S²⟩: 0.79
Multiplicity: 2
Charge: +3
HOMO energy (alpha / beta), eV: -15.379 / -15.379
LUMO level (alpha / beta), eV: -10.378 / -10.693
Orbital gap (alpha / beta), eV: 5.00 / 4.69
Energy above the lowest of the compared OMol25 structures with the same formula, charge and spin, kJ/mol: 321.0

XYZ file:
```
95
Properties=species:S:1:pos:R:3:forces:R:3
W -0.37203 -0.12494 0.04896 0.190 -0.226 -0.086
C 1.76274 2.99330 -0.61121 -0.046 0.033 -0.054
C 1.96537 1.71864 -1.36289 0.108 0.011 -0.005
C 2.66139 1.63428 -2.55551 -0.013 -0.062 -0.010
C 2.59053 0.30496 -2.93400 0.057 0.057 0.016
N 1.92420 -0.36361 -2.00061 0.130 -0.109 0.168
N 1.53192 0.47961 -1.00124 -0.367 0.078 -0.229
B 1.52912 -1.85736 -2.01288 -0.013 0.040 -0.028
N 1.61826 -2.34820 -0.54081 0.013 0.045 0.020
C 2.20766 -3.48847 -0.18382 0.020 0.011 -0.031
C 2.28511 -3.52555 1.19062 -0.018 0.018 0.032
C 1.71280 -2.34194 1.63385 -0.001 -0.008 0.000
C 1.74983 -1.93133 3.06856 0.041 -0.016 0.023
N 1.28656 -1.61490 0.56616 -0.129 -0.005 -0.037
N 0.05173 -1.91296 -2.44807 -0.025 -0.061 -0.003
C -0.56354 -2.60617 -3.39980 0.042 0.021 -0.055
C -1.92898 -2.41449 -3.27891 -0.036 0.009 0.030
C -2.10247 -1.58360 -2.19199 -0.029 0.044 -0.017
C -3.41617 -1.12485 -1.66293 -0.016 -0.017 -0.040
N -0.87750 -1.25017 -1.69126 0.055 0.063 0.206
N 2.44833 -2.64657 -2.87511 0.015 0.065 0.006
C 3.81758 -2.60627 -2.86763 -0.048 -0.029 0.007
C 4.27116 -3.73689 -3.47463 0.036 -0.023 0.003
C 3.10337 -4.46757 -3.82077 0.030 0.016 0.011
C 3.01950 -5.78814 -4.50790 -0.026 -0.002 -0.016
N 2.02043 -3.81772 -3.44098 0.055 -0.044 -0.027
H 1.64190 3.80339 -1.32983 0.022 0.008 0.005
H 2.64202 3.24436 -0.01355 -0.006 0.014 -0.001
H 0.88894 2.98655 0.03300 0.057 0.000 0.005
H 3.16582 2.43593 -3.06770 -0.005 -0.008 -0.008
H 2.98372 -0.20659 -3.79729 0.004 0.008 -0.002
H 2.55748 -4.18044 -0.93402 -0.009 -0.009 0.015
H 2.73869 -4.28613 1.80259 -0.006 0.001 -0.003
H 2.01888 -2.80291 3.66225 0.013 0.006 -0.005
H 0.81568 -1.55816 3.46991 -0.035 0.005 0.005
H 2.53027 -1.18698 3.23309 -0.010 0.025 -0.009
H 0.02205 -3.21392 -4.06970 -0.034 0.014 0.003
H -2.70419 -2.83927 -3.89271 0.005 -0.004 0.003
H -4.19654 -1.74100 -2.10411 0.003 0.005 -0.002
H -3.62231 -0.09379 -1.95864 0.016 0.009 0.019
H -3.47987 -1.22884 -0.58188 -0.004 0.000 0.018
H 4.36257 -1.78680 -2.42658 -0.003 0.005 -0.009
H 5.29588 -4.00932 -3.66262 -0.009 -0.007 -0.007
H 3.75776 -5.85532 -5.30505 0.001 0.004 -0.002
H 2.02981 -5.93444 -4.93477 -0.004 -0.006 0.016
H 3.21436 -6.60219 -3.80879 0.019 0.005 0.002
O -0.70177 1.42531 -1.28799 0.164 0.230 0.136
C -1.43931 2.48895 -1.35766 -0.277 0.050 -0.150
C -1.17661 3.43840 -2.36138 0.000 0.023 -0.070
C -2.08494 4.43375 -2.62032 -0.020 -0.031 0.038
C -3.32262 4.53981 -1.92760 0.028 -0.015 -0.029
C -3.59912 3.67095 -0.92633 -0.074 -0.050 -0.033
C -2.62044 2.69522 -0.52376 0.238 0.009 -0.004
C -2.99379 1.43656 0.11128 0.044 0.292 -0.006
N -2.08795 0.61296 0.42531 -0.255 -0.419 -0.061
N -0.81197 -0.44223 2.04734 0.609 -0.102 -0.342
C -1.25343 -1.68581 1.95980 -0.377 0.054 0.107
O -1.26267 -1.97860 0.70356 0.044 0.076 0.124
C -1.66353 -2.59116 3.00356 0.000 -0.010 -0.016
C -2.06037 -2.10395 4.25291 0.009 -0.005 -0.004
C -2.44788 -2.99165 5.23679 -0.005 0.010 0.016
C -2.42730 -4.35953 4.97772 0.001 -0.005 -0.016
C -2.03784 -4.84491 3.73409 -0.003 -0.001 0.015
C -1.66228 -3.96362 2.73716 0.003 0.013 -0.014
H -0.27985 3.32222 -2.95526 -0.015 -0.004 -0.016
H -1.87423 5.13499 -3.41868 0.002 0.002 0.005
H -4.04089 5.29210 -2.22145 0.004 0.000 -0.003
H -4.53428 3.71300 -0.38022 0.006 0.007 0.002
H -4.04113 1.13128 0.14677 -0.007 0.010 0.035
H -2.11550 -1.03676 4.43266 0.000 -0.007 0.009
H -2.77807 -2.62886 6.20033 0.002 0.001 -0.002
H -2.72876 -5.05296 5.75159 0.002 0.002 0.001
H -2.03450 -5.90951 3.54588 0.001 0.001 -0.003
H -1.35832 -4.32136 1.76200 -0.002 -0.006 0.004
N 4.72286 2.38308 3.59361 -0.026 0.020 -0.012
C 3.63587 2.02267 3.46239 0.028 -0.038 -0.005
C 2.31068 1.56689 3.26447 0.012 0.012 0.083
C 1.45695 1.23890 4.35207 0.051 0.016 -0.014
C 0.22800 0.73319 4.10487 0.032 0.070 -0.053
C -0.29981 0.73339 2.71261 -0.276 -0.092 0.133
N 0.64849 1.05216 1.63924 0.091 -0.056 0.067
C 1.87637 1.34604 1.92669 -0.046 0.042 -0.064
H 1.82601 1.35055 5.36319 -0.008 -0.013 0.002
H -0.43423 0.43666 4.90697 0.006 -0.011 0.000
H -1.11100 1.48042 2.67304 0.005 0.039 0.062
H 2.59008 1.39842 1.11491 0.009 -0.016 0.045
Te -1.59148 4.09967 1.28186 -0.093 -0.052 0.148
C -1.65334 5.93956 0.49965 0.100 -0.052 -0.074
C -2.66454 6.88135 0.67710 -0.025 0.015 0.011
C -2.36110 8.10826 0.08551 0.008 -0.017 0.001
C -1.13065 8.09520 -0.54159 0.004 0.031 0.005
S -0.34141 6.61138 -0.41427 -0.030 -0.003 0.016
H -3.56893 6.67396 1.23221 -0.003 0.019 -0.004
H -2.99619 8.98091 0.11940 -0.008 -0.008 0.002
H -0.66309 8.91954 -1.06081 0.008 -0.010 0.001
```
Positions in Å, forces in eV/Å.



Density functional theory data (ωB97M-V with the def2-TZVPD basis set) for a molecular structure, C40H37GeIN4O2STc at a distorted geometry.

Summary:
Charge: +1
HOMO energy, eV: -9.790
LUMO level, eV: -2.758
Orbital gap, eV: 7.03
Energy above the lowest of the compared OMol25 structures with the same formula, charge and spin, kJ/mol: 0.0

XYZ file:
```
87
Properties=species:S:1:pos:R:3:forces:R:3
Tc -0.24346 0.10073 -0.67039 0.023 0.266 -1.436
O 1.79266 0.27212 -0.77381 -0.059 0.146 0.199
C 2.67719 -0.67443 -0.62231 0.024 -0.010 -0.069
C 4.03660 -0.32537 -0.80850 -0.053 0.016 -0.039
C 5.04392 -1.23476 -0.61822 0.036 -0.021 -0.005
C 4.76963 -2.55722 -0.22972 0.020 -0.009 -0.009
C 3.46587 -2.92598 -0.04974 -0.018 -0.024 -0.027
C 2.39737 -2.01769 -0.24003 0.028 0.041 0.018
C 1.08074 -2.54339 -0.05691 -0.054 0.004 -0.070
N -0.02983 -1.90926 -0.20592 0.024 -0.076 0.106
C -1.29239 -2.64647 -0.03008 0.024 -0.006 -0.033
C -2.46817 -1.67972 -0.21272 0.016 0.006 0.034
N -2.02844 -0.38530 0.32850 -0.044 -0.153 0.229
C -2.45545 -0.09425 1.49763 -0.039 -0.008 -0.051
C -2.00895 0.97798 2.38010 -0.065 0.071 -0.041
C -2.98387 1.52516 3.21826 -0.035 0.027 -0.024
C -2.69847 2.56755 4.07754 -0.031 -0.012 0.030
C -1.39950 3.04983 4.12727 0.014 0.040 0.016
C -0.39670 2.48419 3.35430 0.003 0.040 0.039
C -0.69175 1.44162 2.48829 0.033 -0.051 0.021
O 0.27544 0.78429 1.76421 0.167 0.150 0.045
H 4.24457 0.69328 -1.11147 -0.004 -0.026 0.027
H 6.07145 -0.92492 -0.76925 -0.027 -0.010 -0.003
H 5.57264 -3.26686 -0.08187 -0.029 0.030 -0.002
H 3.22584 -3.94452 0.23834 0.006 0.026 0.002
H 1.02967 -3.59980 0.21891 0.000 0.005 0.000
H -1.33029 -3.08588 0.96993 0.008 0.007 0.019
H -1.35836 -3.45552 -0.76099 -0.007 -0.010 0.012
H -3.34846 -2.05247 0.31666 -0.014 -0.013 -0.017
H -2.70915 -1.54225 -1.26217 0.018 0.007 -0.010
H -3.26559 -0.70440 1.90260 -0.005 -0.015 0.017
H -3.98993 1.12122 3.17290 0.030 0.010 0.002
H -3.46971 2.98519 4.71132 0.032 -0.006 -0.039
H -1.14820 3.86990 4.78789 -0.008 -0.027 -0.005
H 0.60463 2.88206 3.42318 -0.028 -0.033 0.012
I 2.58250 2.73762 1.42431 -0.029 -0.050 -0.051
C 1.63060 0.96417 2.15632 -0.182 -0.031 0.012
H 1.70435 0.99758 3.23903 -0.012 -0.032 0.017
H 2.18477 0.13126 1.74743 0.021 -0.027 -0.057
C -3.59116 3.48670 0.25952 0.010 0.045 -0.006
N -3.22648 3.26920 -1.12916 0.037 -0.053 -0.008
C -4.09080 3.40570 -2.20287 -0.008 0.030 0.015
C -3.39321 3.09484 -3.31392 0.039 -0.008 -0.030
N -2.12080 2.77796 -2.89707 -0.088 0.001 0.051
C -2.01300 2.86806 -1.56330 -0.137 0.108 0.079
S -0.58986 2.63960 -0.62802 0.176 -0.182 -0.067
H -4.33017 4.28281 0.30794 0.015 0.010 0.006
H -2.70327 3.76897 0.81821 0.017 -0.011 0.013
H -4.00749 2.57709 0.68482 -0.029 -0.049 0.038
H -5.11048 3.72652 -2.07681 0.051 -0.031 0.003
H -3.67880 3.08024 -4.35082 0.009 0.005 0.041
H -1.34600 2.51782 -3.49188 0.116 -0.020 -0.085
C -0.54666 -0.07543 -2.32062 0.055 -0.158 0.969
Ge -0.06081 -0.24963 -4.21217 0.008 0.032 -0.039
C -1.44348 -1.27552 -5.10976 -0.032 0.020 0.025
C -2.44137 -1.92004 -4.38176 -0.005 0.036 -0.010
C -3.41059 -2.68188 -5.02037 -0.012 -0.011 -0.014
C -3.39272 -2.80443 -6.40240 0.003 0.007 0.006
C -2.40115 -2.17230 -7.14101 -0.004 0.002 -0.007
C -1.43149 -1.41608 -6.49787 0.056 -0.026 -0.016
C 1.66667 -1.12515 -4.30434 -0.018 -0.025 -0.006
C 2.72706 -0.55949 -5.00772 0.018 0.047 0.044
C 3.93744 -1.23299 -5.11681 0.004 0.006 -0.005
C 4.09293 -2.48011 -4.53057 0.023 -0.010 0.001
C 3.03885 -3.05730 -3.83440 0.008 0.044 0.049
C 1.83462 -2.38019 -3.72204 -0.025 -0.039 0.033
C 0.09245 1.57660 -4.86597 0.058 0.016 0.010
C -0.70592 2.08631 -5.89062 -0.031 0.013 -0.004
C -0.58262 3.41334 -6.28600 -0.017 0.014 -0.006
C 0.33638 4.24358 -5.65734 0.005 -0.011 0.004
C 1.13483 3.74932 -4.63326 -0.017 -0.017 0.004
C 1.01537 2.42275 -4.24050 -0.029 0.007 0.030
H -2.45822 -1.82551 -3.30157 -0.020 0.008 -0.032
H -4.17943 -3.18056 -4.44267 0.017 0.013 -0.008
H -4.14803 -3.39569 -6.90446 0.018 0.008 0.010
H -2.38000 -2.27408 -8.21891 0.000 0.004 0.026
H -0.65094 -0.94576 -7.08857 -0.029 -0.006 0.018
H 2.61785 0.41527 -5.47112 -0.003 -0.032 0.003
H 4.75746 -0.78388 -5.66360 -0.021 -0.011 0.014
H 5.03537 -3.00636 -4.61900 -0.021 0.013 0.006
H 3.15912 -4.03080 -3.37698 0.003 -0.009 0.002
H 1.01329 -2.83918 -3.17827 0.019 0.002 -0.013
H -1.43604 1.44904 -6.37869 0.026 0.000 -0.003
H -1.20254 3.79893 -7.08615 0.014 -0.008 0.014
H 0.43111 5.27690 -5.96642 -0.006 -0.017 0.009
H 1.84664 4.39703 -4.13718 -0.015 -0.013 -0.009
H 1.62776 2.04786 -3.42486 -0.022 0.014 -0.019
```
Positions in Å, forces in eV/Å.